i:
ORCA calculation (ωB97M-V with the def2-TZVPD basis set) on 10 unconnected molecules or ions with the total composition C4H26O11.

ORCA input file:
```
! wB97M-V def2-TZVPD RIJCOSX def2/J DEFGRID3
* xyz 0 1
C 0.47 -0.40 -0.04
O -0.10 0.30 1.09
C -0.45 -0.52 -1.19
C -0.03 0.60 -2.28
C -0.91 1.82 -2.12
O -1.95 2.09 -1.56
H 0.64 -1.31 0.39
H 1.50 0.20 -0.18
H -0.78 -0.32 1.59
H -1.52 -0.29 -0.83
H -0.46 -1.56 -1.76
H 1.10 0.71 -2.37
H -0.21 0.23 -3.28
H -0.58 2.77 -2.54
H -0.04 3.35 1.32
H 0.52 1.93 1.29
O 0.81 2.87 1.31
H 3.69 -1.27 -0.88
H 3.90 0.08 -1.55
O 4.17 -0.52 -0.87
H 1.43 4.37 -1.07
H 0.73 3.25 -0.33
O 0.71 3.77 -1.06
H 2.91 1.06 1.97
H 2.85 2.51 1.37
O 3.45 1.92 1.78
H 1.41 -3.18 0.21
H 1.68 -4.12 -1.17
O 1.71 -3.13 -0.74
H -3.85 1.30 0.48
H -3.56 0.43 -0.73
O -4.01 0.42 0.13
H 0.71 -3.86 2.10
H -0.59 -3.44 1.22
O 0.29 -3.77 1.25
H -3.04 -0.08 1.35
H -2.83 -0.14 2.80
O -2.45 -0.42 2.05
H -2.34 -2.11 1.70
H -2.68 -2.66 0.15
O -2.30 -2.89 1.00
*
```

Calculated values
LUMO level: -0.023 eV
Gap between HOMO and LUMO: 9.67 eV
Highest occupied orbital energy: -9.696 eV

These are the Löwdin partial charges, in e, on atoms 1 to 4:
1 C -0.26
2 O -0.16
3 C -0.15
4 C -0.11

***

ii:
ORCA calculation (ωB97M-V with the def2-TZVPD basis set) on 11 unconnected molecules or ions with the total composition C4H26O11.

ORCA input file:
```
! wB97M-V def2-TZVPD RIJCOSX def2/J DEFGRID3
* xyz 0 1
C -0.06 -0.87 2.98
C -1.35 -0.73 2.70
C -1.71 -0.01 1.41
C -2.99 0.01 1.02
O -3.34 0.43 -0.25
H 0.30 -1.36 3.88
H 0.85 -0.52 2.47
H -2.16 -1.16 3.29
H -0.92 0.46 0.86
H -3.91 -0.35 1.45
H -2.58 0.80 -0.75
H -2.22 -0.11 -2.82
H -3.19 -0.56 -1.70
O -2.75 -0.85 -2.52
H 0.70 -2.22 0.35
H 0.36 -2.94 -0.91
O 1.11 -2.82 -0.29
H 3.44 0.98 -1.31
H 3.75 1.44 0.19
O 3.86 1.64 -0.73
H 2.58 -1.55 -0.63
H 3.29 -1.10 0.53
O 3.10 -0.76 -0.36
H -0.35 1.73 -2.88
H -1.75 2.40 -2.75
O -1.29 1.57 -2.59
H 1.87 1.62 -0.44
H 0.69 2.43 -0.54
O 1.03 1.72 0.04
H -0.77 2.35 3.74
H 0.19 1.32 3.26
O 0.18 2.11 3.82
H 2.43 1.91 1.75
H 1.77 2.35 3.13
O 2.58 2.36 2.59
H 1.15 -0.75 -3.23
H 0.40 -1.94 -3.26
O 0.80 -1.32 -3.93
H -1.28 -1.96 -2.11
H -1.85 -3.47 -2.13
O -1.12 -2.89 -1.90
*
```

Calculated values
LUMO level: -0.467 eV
Gap between HOMO and LUMO: 8.72 eV
Highest occupied orbital energy: -9.192 eV

These are the Löwdin partial charges, in e, on atoms 1 to 4:
1 C -0.04
2 C -0.15
3 C -0.08
4 C -0.15

***

Stability summary: most stable ii, least stable i.